{"formula": "C70H48N8O2W", "method": "ωB97M-V/def2-TZVPD", "homo_lumo_gap_ev": 4.4, "charge": 2, "e_lumo_ev": -6.20, "homo_energy_ev": -10.6255, "elements": ["W", "C", "C", "C", "C", "C", "C", "C", "C", "C", "C", "C", "C", "C", "C", "C", "C", "C", "C", "C", "N", "C", "C", "C", "C", "C", "C", "C", "C", "C", "C", "C", "C", "N", "C", "C", "C", "C", "C", "N", "C", "C", "C", "C", "C", "C", "C", "C", "N", "H", "H", "H", "H", "H", "H", "H", "H", "H", "H", "H", "H", "H", "H", "H", "H", "H", "H", "H", "H", "H", "H", "H", "H", "H", "H", "H", "H", "O", "C", "C", "C", "C", "C", "C", "C", "O", "N", "N", "C", "C", "C", "C", "C", "C", "N", "H", "H", "H", "H", "H", "H", "H", "H", "H", "H", "N", "C", "C", "C", "C", "C", "C", "C", "C", "C", "C", "C", "C", "C", "H", "H", "H", "H", "H", "H", "H", "H", "H", "H"], "xyz": [[0.440, -0.313, -0.338], [2.761, -6.464, 4.076], [2.242, -6.669, 2.805], [1.775, -5.594, 2.058], [1.799, -4.305, 2.581], [2.343, -4.106, 3.850], [2.822, -5.176, 4.593], [1.336, -3.088, 1.828], [2.378, -2.350, 1.198], [3.701, -2.892, 1.031], [4.208, -2.381, -0.114], [3.257, -1.446, -0.603], [3.025, -0.938, -1.829], [3.639, -1.453, -3.060], [5.025, -1.543, -3.201], [5.573, -2.049, -4.370], [4.746, -2.476, -5.400], [3.366, -2.397, -5.262], [2.812, -1.880, -4.102], [2.006, 0.097, -1.818], [2.106, 0.934, -0.606], [1.655, 2.180, -1.205], [-0.255, 3.209, -1.136], [-0.619, 3.860, -2.478], [-2.025, 4.054, -2.971], [-2.235, 5.037, -3.849], [-1.152, 5.946, -4.267], [0.010, 6.003, -3.611], [0.189, 5.166, -2.380], [-1.185, 3.102, -0.001], [-2.513, 2.931, -0.029], [-3.055, 1.851, 0.727], [-2.219, 0.784, 0.938], [-0.829, 0.943, 0.885], [-2.742, -0.549, 1.114], [-1.942, -1.608, 1.294], [-2.620, -2.932, 1.431], [-0.869, -3.987, 1.615], [0.028, -2.821, 1.594], [-0.532, -1.596, 1.290], [-4.226, -0.725, 1.019], [-5.045, -0.510, 2.124], [-6.421, -0.674, 2.012], [-6.980, -1.050, 0.795], [-6.163, -1.269, -0.307], [-4.787, -1.105, -0.198], [2.340, 2.255, -2.570], [1.682, 0.968, -3.025], [2.175, -1.373, 0.308], [3.129, -7.301, 4.656], [2.207, -7.667, 2.386], [1.434, -5.764, 1.039], [2.385, -3.101, 4.259], [3.241, -5.005, 5.578], [4.142, -3.651, 1.659], [5.140, -2.649, -0.589], [5.673, -1.179, -2.410], [6.649, -2.107, -4.475], [5.177, -2.869, -6.312], [2.720, -2.742, -6.060], [1.734, -1.856, -3.979], [-2.796, 3.329, -2.738], [-3.213, 5.165, -4.302], [-1.330, 6.591, -5.120], [0.779, 6.719, -3.886], [-0.137, 5.753, -1.508], [-3.144, 3.513, -0.689], [-4.120, 1.718, 0.841], [-3.692, -2.890, 1.537], [-0.406, -4.915, 1.911], [-4.603, -0.214, 3.071], [-7.056, -0.507, 2.875], [-8.054, -1.173, 0.708], [-6.597, -1.569, -1.255], [-4.138, -1.282, -1.052], [3.428, 2.245, -2.499], [1.944, 0.552, -3.991], [-1.974, -3.612, 2.641], [-1.950, -4.002, 0.470], [-2.672, -5.312, 0.572], [-3.443, -5.790, -0.419], [-3.551, -5.123, -1.684], [-2.762, -4.047, -1.915], [-1.831, -3.518, -0.964], [-1.098, -2.397, -1.374], [0.185, -2.152, -0.982], [-1.624, -1.474, -2.194], [-0.837, -0.386, -2.161], [-0.809, 0.466, -3.111], [0.214, 1.522, -2.903], [0.219, 2.962, -3.467], [1.687, 3.450, -3.213], [1.544, 4.505, -2.092], [1.224, 3.635, -0.843], [0.229, 1.794, -1.471], [-2.493, -4.414, 2.840], [-2.584, -5.894, 1.492], [-3.975, -6.723, -0.261], [-4.173, -5.532, -2.469], [-2.759, -3.588, -2.896], [-1.391, 0.305, -4.013], [-0.110, 3.053, -4.498], [2.179, 3.826, -4.105], [2.399, 5.170, -1.974], [1.458, 4.081, 0.119], [-0.556, 2.307, 1.036], [0.061, 2.766, 2.097], [-0.043, 4.215, 2.392], [1.108, 4.992, 2.501], [1.006, 6.336, 2.825], [-0.240, 6.893, 3.085], [-1.386, 6.107, 3.019], [-1.293, 4.774, 2.658], [0.852, 1.935, 3.006], [1.002, 2.367, 4.334], [1.756, 1.636, 5.233], [2.396, 0.475, 4.820], [2.269, 0.040, 3.506], [1.498, 0.755, 2.616], [2.085, 4.545, 2.337], [1.900, 6.946, 2.885], [-0.318, 7.940, 3.356], [-2.355, 6.534, 3.246], [-2.181, 4.157, 2.611], [0.499, 3.265, 4.668], [1.852, 1.978, 6.256], [3.004, -0.086, 5.519], [2.789, -0.849, 3.167], [1.468, 0.421, 1.605]]}